Molecular formula: C32H36Br2N2O3P2S4SbTc
Method: DFT, ωB97M-V/def2-TZVPD

Structure (ORCA input):
```
! wB97M-V def2-TZVPD RIJCOSX def2/J DEFGRID3
* xyz 4 1
Tc -1.58784 0.01197 -0.88389
Br -2.97364 3.11858 1.90374
C -4.87904 2.81763 1.81866
Br -5.31268 1.10879 1.02560
H -5.31348 3.59019 1.19657
H -5.26965 2.83783 2.82917
O -0.32427 0.21929 0.56942
P 1.20915 0.32251 0.91334
C 2.05461 -0.29313 -0.58209
P 1.46744 0.42925 -2.13180
O -0.13887 0.43664 -1.96112
C 1.96134 2.10973 -2.28489
C 3.32797 2.40509 -2.21267
C 3.74713 3.71372 -2.37374
C 2.81166 4.71784 -2.60131
C 1.45547 4.42197 -2.67060
C 1.02166 3.11596 -2.51591
C 1.86232 -0.58474 -3.50474
C 1.58902 -1.96208 -3.46854
C 1.89838 -2.74437 -4.56205
C 2.49099 -2.16394 -5.68389
C 2.76577 -0.80415 -5.72096
C 2.45041 -0.00370 -4.63385
C 1.58119 -0.76363 2.24682
C 1.40721 -2.14750 2.09632
C 1.71678 -2.99161 3.14381
C 2.20054 -2.46433 4.34118
C 2.36296 -1.09577 4.49763
C 2.05378 -0.23712 3.45256
C 1.67325 1.99430 1.21087
C 3.02444 2.29696 1.42266
C 3.39270 3.60448 1.68203
C 2.42343 4.60289 1.72848
C 1.08450 4.30220 1.51415
C 0.70318 2.99529 1.25514
H 1.94366 -1.38062 -0.63240
H 3.12682 -0.09089 -0.49019
H 4.06596 1.62619 -2.05507
H 4.80125 3.95081 -2.33194
H 3.14456 5.73827 -2.73371
H 0.73978 5.21141 -2.85343
H -0.03437 2.88447 -2.57799
H 1.14989 -2.42527 -2.59125
H 1.70126 -3.80697 -4.54634
H 2.74617 -2.78503 -6.53203
H 3.23286 -0.36782 -6.59285
H 2.66303 1.05649 -4.66328
H 1.05036 -2.56953 1.16276
H 1.60763 -4.06137 3.03237
H 2.46067 -3.13147 5.15261
H 2.73861 -0.69522 5.42881
H 2.18371 0.82911 3.57702
H 3.78409 1.52325 1.40838
H 4.43089 3.84701 1.86105
H 2.71667 5.62251 1.94069
H 0.34026 5.08500 1.56041
H -0.33872 2.75104 1.08953
S -1.90879 0.55191 -4.51611
Sb -4.02977 1.41573 -3.65708
S -2.89967 1.64603 -1.35643
S -2.22606 -1.00295 -3.16671
S -4.32033 -0.95525 -3.15210
C -2.51791 -0.36441 2.89465
N -2.77353 -1.70946 2.36912
C -2.99657 -2.73911 3.41408
C -3.87423 -3.84905 2.88624
C -3.30244 -4.36430 1.58581
N -3.10874 -3.23761 0.63976
C -3.15805 -3.56587 -0.78066
C -2.84591 -2.02660 1.09450
O -2.65380 -1.03904 0.19170
H -3.38229 -0.04851 3.47619
H -2.35055 0.35029 2.10190
H -1.64358 -0.40874 3.54415
H -3.46316 -2.22819 4.25436
H -2.01777 -3.10132 3.73735
H -4.89153 -3.48602 2.73177
H -3.92364 -4.65698 3.61475
H -3.98069 -5.06561 1.10518
H -2.34160 -4.86381 1.73008
H -3.89870 -4.34875 -0.92442
H -2.19264 -3.92823 -1.13694
H -3.49092 -2.70255 -1.35035
*
```

For the lowest unoccupied orbital energy (alpha / beta), the calculation gives -13.69 / -13.69 eV. The gap between HOMO and LUMO (alpha / beta) comes out at 5.152 / 5.154 eV. The total energy is -9319.486872 Ha. For the energy above the lowest of the compared OMol25 structures with the same formula, charge and spin, the calculation gives 0.000 eV.

Molecular formula: C32H36F4N4O3PSSe2Ta
Method: DFT, ωB97M-V/def2-TZVPD

Structure (ORCA input):
```
! wB97M-V def2-TZVPD RIJCOSX def2/J DEFGRID3
* xyz 2 1
Ta 12.88942 9.85488 10.76110
C 12.99670 6.86616 11.88393
N 13.86922 7.71494 11.03958
C 15.14545 7.74065 11.78126
C 13.94031 7.04515 9.72243
C 12.70796 7.35793 8.99789
N 12.14892 8.59560 9.42609
C 10.99232 9.00013 8.71073
C 9.77206 9.00162 9.35703
F 9.63586 8.59495 10.57355
C 8.62668 9.52573 8.65267
F 7.49278 9.50780 9.30594
C 8.66776 10.03404 7.38381
C 9.94465 10.04966 6.83543
F 10.13632 10.55873 5.57751
C 11.05100 9.52012 7.42754
F 12.16315 9.36547 6.74169
H 13.07255 5.77177 11.73963
H 11.89764 7.18933 11.78496
H 13.30465 7.03897 12.90441
H 15.46035 6.75167 12.05134
H 15.18967 8.17173 12.76100
H 15.92543 8.22438 11.23449
H 14.07337 5.99451 9.94584
H 14.87520 7.38466 9.20635
H 11.93176 6.56475 9.03692
H 12.94531 7.47214 7.94668
H 7.77543 10.33311 6.81070
Se 14.64155 11.01461 12.43978
P 15.89064 11.55223 10.69460
Se 15.16075 10.11535 9.20108
C 17.61742 11.35264 11.02823
C 18.36292 12.46621 11.45216
C 19.72105 12.34340 11.62394
C 20.37842 11.10447 11.36326
C 19.61031 10.05516 10.93759
C 18.24557 10.14578 10.80814
C 15.72784 13.23874 10.00707
C 16.19003 13.45365 8.69011
C 16.05864 14.64776 8.06417
C 15.36678 15.68403 8.68345
C 14.88534 15.49210 9.97892
C 15.10279 14.27953 10.68475
H 17.92157 13.41326 11.62161
H 20.39235 13.21620 11.71658
H 21.45118 11.12177 11.43069
H 20.07551 9.10888 10.71200
H 17.68149 9.30753 10.42008
H 16.54003 12.59961 8.20463
H 16.42663 14.85589 7.03064
H 15.32536 16.63524 8.23353
H 14.44800 16.27002 10.53259
H 14.95910 14.16234 11.73646
O 11.05856 10.82843 11.21575
N 10.35063 10.66201 12.31715
N 10.98467 9.95268 13.12782
O 12.13966 9.38649 12.71435
C 10.57747 9.73354 14.49851
C 10.57084 8.41520 14.94922
C 10.22430 8.14841 16.25578
C 9.68705 9.22403 17.00112
C 9.68859 10.55613 16.52073
C 10.32697 10.78487 15.28184
H 10.82211 7.61572 14.26984
H 10.18365 7.13543 16.59812
H 9.26117 9.03452 17.99022
H 9.28214 11.29538 17.11839
H 10.54367 11.77048 14.89836
C 13.00034 12.61873 6.75595
C 12.53662 13.54690 7.82728
S 11.61224 12.65372 9.12670
O 12.68138 11.64000 9.64110
C 11.51410 13.94047 10.37134
C 10.09992 14.51219 10.41412
H 13.63473 13.13129 6.06315
H 12.13103 12.29319 6.11972
H 13.62025 11.81925 7.24459
H 11.77011 14.24318 7.50945
H 13.28580 14.15119 8.34152
H 12.26859 14.70516 10.10184
H 11.78028 13.37337 11.25053
H 9.56770 14.48224 9.45542
H 10.10099 15.62037 10.65397
H 9.45500 14.02940 11.14816
*
```

For the lowest unoccupied orbital energy, the calculation gives -6.42 eV. The gap between HOMO and LUMO comes out at 7.519 eV. The total energy is -7684.092719 Ha. For the energy above the lowest of the compared OMol25 structures with the same formula, charge and spin, the calculation gives 0.078 eV.

Molecular formula: C32H36GeMnN4O2S
Method: DFT, ωB97M-V/def2-TZVPD

Structure (ORCA input):
```
! wB97M-V def2-TZVPD RIJCOSX def2/J DEFGRID3
* xyz 0 4
Mn -0.14021 0.22849 0.28654
C -0.57588 2.87598 -2.40730
C -1.24439 3.60971 -1.28034
C -2.12507 4.65236 -1.53102
C -2.73417 5.33585 -0.49365
C -2.50125 4.94594 0.81469
C -1.63973 3.89862 1.10236
C -1.46389 3.42535 2.51768
C -0.98342 3.25111 0.04292
N -0.01413 2.25205 0.35873
C 1.08265 2.75716 0.99012
O 1.45714 3.91501 1.02591
C 1.79148 1.69157 1.76786
C 2.78222 1.91603 2.70201
C 3.23456 0.84296 3.45778
C 2.67442 -0.41281 3.26327
C 1.68361 -0.55039 2.31360
N 1.25968 0.48595 1.59143
C 0.88778 -1.79512 2.05810
O 1.07130 -2.81484 2.69516
N -0.06664 -1.55952 1.11954
C -1.02436 -2.61183 0.94963
C -0.71805 -3.69344 0.11579
C 0.64324 -3.80197 -0.50447
C -1.67461 -4.67512 -0.09143
C -2.91187 -4.60400 0.52642
C -3.17870 -3.57203 1.40698
C -2.23687 -2.57798 1.65356
C -2.52301 -1.56257 2.72725
H -1.03740 3.12923 -3.36070
H -0.64662 1.79902 -2.25431
H 0.48570 3.13272 -2.46131
H -2.33433 4.93005 -2.55772
H -3.40778 6.15683 -0.70365
H -3.00045 5.45668 1.62987
H -2.29704 3.75808 3.13483
H -0.53678 3.80694 2.95384
H -1.42620 2.33360 2.55258
H 3.15866 2.92206 2.82298
H 4.01666 0.98398 4.19162
H 2.97096 -1.28023 3.83590
H 0.97280 -2.83625 -0.88603
H 0.65600 -4.53505 -1.31022
H 1.36280 -4.11604 0.25556
H -1.44360 -5.51364 -0.73817
H -3.65732 -5.36664 0.34007
H -4.12467 -3.53809 1.93436
H -3.54249 -1.19153 2.65315
H -1.85297 -0.71127 2.67903
H -2.39477 -2.02814 3.70905
S -2.89306 0.96040 0.27070
C -2.62703 -0.07139 -1.05546
C -3.63666 -0.48326 -1.94828
C -3.34652 -1.42629 -2.89964
C -2.04164 -1.93501 -2.98251
C -1.09196 -1.45018 -2.12598
N -1.35877 -0.52178 -1.18707
H -4.61964 -0.05007 -1.83826
H -4.11614 -1.78287 -3.57192
H -1.77454 -2.68543 -3.71208
H -0.06902 -1.80156 -2.18167
C 3.90871 0.48398 -2.89955
Ge 3.18899 -0.53312 -1.35980
C 3.32293 -2.44367 -1.84664
C 4.36832 -0.23562 0.19220
C 1.39786 0.29770 -1.16752
H 4.87562 0.07679 -3.19577
H 4.04151 1.53535 -2.64292
H 3.23709 0.42405 -3.75658
H 4.30641 -2.58614 -2.29712
H 2.57086 -2.74780 -2.57440
H 3.25394 -3.09090 -0.97418
H 5.40453 -0.37751 -0.11553
H 4.14990 -0.94435 0.98997
H 4.26251 0.77709 0.58048
H 0.89339 0.10964 -2.11715
H 1.65946 1.35711 -1.18317
*
```

For the lowest unoccupied orbital energy (alpha / beta), the calculation gives -1.80 / -1.21 eV. As for the expectation value of S²: 4.096. The gap between HOMO and LUMO (alpha / beta) comes out at 5.591 / 6.200 eV. The total energy is -5236.648780 Ha. For the energy above the lowest of the compared OMol25 structures with the same formula, charge and spin, the calculation gives 0.331 eV.